Entry 1:
DFT (ωB97M-V with the def2-TZVPD basis set) results for a molecular structure, C25H22BHoN8O5S.

Cartesian coordinates (Å):
Ho1 -1.974 0.218 0.065
C1 -0.835 -2.945 -2.728
C2 -1.814 -2.003 -2.425
N1 -1.941 -1.860 -1.107
N2 -1.038 -2.701 -0.538
C3 -0.369 -3.357 -1.495
B1 -0.833 -2.827 1.000
N3 0.173 -1.750 1.505
C4 1.431 -1.940 1.926
C5 1.969 -0.719 2.283
C6 0.940 0.188 2.039
N4 -0.143 -0.435 1.583
N5 -2.177 -2.621 1.717
C7 -2.782 -3.435 2.595
C8 -3.927 -2.815 3.052
C9 -3.940 -1.588 2.383
N6 -2.884 -1.478 1.585
H1 -0.513 -3.278 -3.697
H2 -2.431 -1.421 -3.091
H3 0.380 -4.084 -1.236
H4 -0.385 -3.909 1.253
H5 1.854 -2.929 1.945
H6 2.957 -0.516 2.654
H7 0.940 1.261 2.148
H8 -2.355 -4.393 2.831
H9 -4.646 -3.194 3.753
H10 -4.662 -0.789 2.434
C10 -1.964 1.404 4.165
C11 -2.774 2.061 3.108
N7 -2.874 1.661 1.852
C12 -3.765 2.516 1.233
C13 -4.199 3.445 2.132
N8 -3.559 3.138 3.306
C14 -5.123 4.612 2.116
O1 -5.703 4.897 0.973
O2 -5.276 5.244 3.134
C15 -4.185 2.288 -0.181
O3 -4.913 3.108 -0.729
O4 -3.732 1.201 -0.700
H11 -1.271 0.706 3.703
H12 -2.610 0.845 4.843
H13 -1.407 2.136 4.749
H14 -3.698 3.671 4.152
H15 -5.433 4.248 0.254
C16 8.700 0.716 -4.097
C17 7.264 0.822 -3.645
O5 6.872 1.642 -2.865
S1 6.221 -0.439 -4.374
C18 4.675 -0.083 -3.594
C19 4.252 -0.850 -2.514
C20 3.029 -0.594 -1.921
C21 2.209 0.432 -2.396
C22 2.648 1.202 -3.475
C23 3.869 0.944 -4.070
C24 0.935 0.673 -1.787
C25 -0.159 0.865 -1.283
H16 9.079 1.716 -4.296
H17 8.811 0.088 -4.979
H18 9.282 0.285 -3.281
H19 4.886 -1.643 -2.142
H20 2.694 -1.183 -1.076
H21 2.018 2.001 -3.842
H22 4.204 1.542 -4.908

Results
Gap between HOMO and LUMO (alpha / beta) = 8.36 / 8.37 eV
2S+1 = 5
Expectation value of S² = 6.003
Charge = 0
HOMO energy (alpha / beta) = -8.20 / -8.21 eV



Entry 2:
DFT (ωB97M-V with the def2-TZVPD basis set) results for a molecular structure, C25H22BrIIrN2O4PS.

Cartesian coordinates (Å):
Ir1 0.137 0.822 0.335
O1 4.069 0.156 0.196
S1 2.824 0.433 0.788
O2 1.999 1.588 0.247
O3 1.789 -0.680 0.753
C1 2.942 0.898 2.471
C2 4.105 1.449 2.967
C3 4.114 1.895 4.289
C4 2.976 1.798 5.070
C5 1.796 1.264 4.554
C6 1.769 0.808 3.241
P1 0.263 0.117 2.530
C7 0.305 -1.683 2.775
C8 -0.877 -2.434 2.465
C9 -0.918 -3.831 2.631
C10 0.181 -4.477 3.124
C11 1.372 -3.740 3.394
C12 1.416 -2.331 3.231
C13 -1.151 0.640 3.482
C14 -1.494 -0.062 4.648
C15 -2.556 0.371 5.424
C16 -3.294 1.481 5.036
C17 -2.957 2.184 3.885
C18 -1.904 1.753 3.095
H1 4.988 1.518 2.345
H2 5.018 2.324 4.700
H3 2.994 2.149 6.093
H4 0.912 1.213 5.176
H5 -1.762 -1.915 2.108
H6 -1.819 -4.378 2.387
H7 0.155 -5.539 3.331
H8 2.262 -4.267 3.715
H9 2.330 -1.796 3.455
H10 -0.929 -0.933 4.960
H11 -2.811 -0.162 6.329
H12 -4.152 1.785 5.620
H13 -3.518 3.065 3.606
H14 -1.676 2.277 2.179
Br1 0.577 6.172 2.053
C19 -0.032 4.977 0.759
C20 -0.543 5.418 -0.459
C21 -0.948 4.480 -1.393
C22 -0.847 3.135 -1.094
N1 -0.372 2.725 0.094
C23 0.034 3.622 1.014
H15 -0.611 6.476 -0.671
H16 -1.343 4.786 -2.351
H17 -1.144 2.373 -1.802
H18 0.424 3.249 1.948
N2 -1.835 -1.570 -1.879
C24 -2.344 -0.696 -1.034
O4 -1.623 0.129 -0.414
C25 -3.822 -0.659 -0.822
I1 -4.341 -2.058 0.704
H19 -0.842 -1.618 -2.056
H20 -2.429 -2.202 -2.397
H21 -4.378 -0.938 -1.713
H22 -4.126 0.320 -0.469

Results
Gap between HOMO and LUMO (alpha / beta) = 6.92 / 4.02 eV
2S+1 = 2
Expectation value of S² = 0.769
Charge = +3
HOMO energy (alpha / beta) = -17.20 / -17.20 eV



Entry 3:
DFT (ωB97M-V with the def2-TZVPD basis set) results for C25H22BrN3O7 in the gas phase.

Cartesian coordinates (Å):
C1 1.407 -2.615 0.689
H1 0.917 -2.624 1.667
O1 2.248 -1.493 0.548
C2 1.700 -0.262 0.623
C3 0.369 0.018 0.894
C4 -0.095 1.336 0.915
C5 0.780 2.386 0.641
C6 2.112 2.124 0.387
C7 2.569 0.820 0.387
O2 3.902 0.579 0.096
C8 4.652 -0.075 0.993
O3 4.289 -0.398 2.093
C9 6.010 -0.370 0.453
C10 6.732 0.478 -0.380
C11 7.986 0.112 -0.844
C12 8.527 -1.109 -0.483
C13 7.827 -1.958 0.360
C14 6.582 -1.584 0.827
H2 6.018 -2.224 1.489
H3 8.252 -2.905 0.653
H4 9.501 -1.390 -0.854
H5 8.534 0.786 -1.485
Br1 6.089 2.195 -0.866
H6 2.812 2.918 0.182
H7 0.420 3.403 0.642
C15 -1.488 1.632 1.186
N1 -2.280 0.710 1.571
N2 -3.620 0.908 1.715
C16 -4.386 1.895 1.168
O4 -3.995 3.008 0.896
C17 -5.809 1.425 0.841
O5 -5.809 0.204 0.109
C18 -4.678 -0.077 -0.630
C19 -4.159 0.810 -1.587
C20 -2.922 0.527 -2.140
C21 -2.240 -0.630 -1.789
C22 -2.821 -1.566 -0.944
C23 -4.045 -1.302 -0.361
C24 -4.653 -2.296 0.582
H8 -3.975 -2.498 1.410
H9 -4.827 -3.236 0.062
H10 -5.602 -1.934 0.965
H11 -2.294 -2.481 -0.721
N3 -0.922 -0.863 -2.299
O6 -0.434 -0.027 -3.028
O7 -0.361 -1.886 -1.955
H12 -2.470 1.209 -2.844
C25 -4.904 2.032 -2.029
H13 -4.693 2.877 -1.373
H14 -5.976 1.845 -2.031
H15 -4.593 2.305 -3.034
H16 -6.367 1.222 1.761
H17 -6.317 2.224 0.292
H18 -4.082 0.045 1.977
H19 -1.801 2.659 1.016
H20 -0.340 -0.768 1.090
H21 0.662 -2.643 -0.111
H22 2.062 -3.481 0.605

Results
Gap between HOMO and LUMO = 7.88 eV
Structure (SMILES) = COc1cc(/C=N/NC(=O)COc2c(C)cc([N+](=O)[O-])cc2C)ccc1OC(=O)c1ccccc1Br
Charge = 0
HOMO energy = -8.34 eV



Entry 4:
DFT (ωB97M-V with the def2-TZVPD basis set) results for a molecular structure, C25H22CaN3O2PS5.

Cartesian coordinates (Å):
Ca1 -0.057 1.535 -1.553
O1 -1.802 0.317 -0.364
C1 -0.902 -0.427 0.067
C2 -1.228 -1.499 1.067
C3 -2.467 -2.017 1.418
C4 -2.538 -3.036 2.357
C5 -1.372 -3.522 2.943
C6 -0.129 -3.007 2.592
C7 -0.049 -2.005 1.631
P1 1.459 -1.281 0.849
C8 2.712 -2.066 2.000
C9 3.016 -1.630 3.292
C10 3.952 -2.293 4.073
C11 4.608 -3.414 3.580
C12 4.325 -3.858 2.297
C13 3.392 -3.183 1.519
C14 1.545 0.426 1.528
C15 0.683 0.937 2.499
C16 0.792 2.253 2.922
C17 1.760 3.087 2.376
C18 2.621 2.589 1.410
C19 2.519 1.267 0.993
H1 -3.359 -1.605 0.960
H2 -3.497 -3.448 2.650
H3 -1.435 -4.313 3.683
H4 0.768 -3.400 3.058
H5 2.516 -0.754 3.689
H6 4.172 -1.931 5.071
H7 5.342 -3.930 4.189
H8 4.839 -4.724 1.895
H9 3.188 -3.522 0.509
H10 -0.099 0.306 2.907
H11 0.098 2.653 3.652
H12 1.802 4.125 2.681
H13 3.356 3.235 0.947
H14 3.184 0.898 0.219
S1 2.546 0.993 -2.574
S2 1.882 1.314 -4.519
S3 1.421 3.301 -4.730
S4 -0.239 3.687 -3.548
N1 -0.746 3.326 -0.054
C20 -1.249 3.953 0.786
N2 -1.887 4.661 1.682
C21 -1.163 5.130 2.685
N3 -0.613 5.588 3.602
O2 -1.132 0.479 -3.350
S5 -1.516 0.965 -4.709
C22 -2.241 -0.560 -5.466
C23 -3.728 -0.315 -5.708
C24 -4.186 0.570 -4.552
C25 -3.171 1.702 -4.499
H15 -2.081 -1.314 -4.694
H16 -1.678 -0.833 -6.357
H17 -4.281 -1.255 -5.773
H18 -3.872 0.218 -6.653
H19 -4.150 0.011 -3.614
H20 -5.204 0.941 -4.688
H21 -3.120 2.253 -3.562
H22 -3.304 2.420 -5.311

Results
Gap between HOMO and LUMO = 5.21 eV
Charge = -2
HOMO energy = -1.24 eV